No. 1
2 unconnected molecules or ions with the total composition C6H16N4O3S at a distorted geometry. Source: the OMol25 dataset; level of theory: the ωB97M-V functional and the def2-TZVPD basis.

Results
Relative energy (zero: lowest compared OMol25 entry of this formula, charge and spin) ... 256.0 kJ/mol
Gap between HOMO and LUMO ... 9.0 eV
Total charge ... 0
HOMO level ... -9.0659 eV
Lowest unoccupied orbital energy ... -0.002 Eh
Max |F| ... 0.09632 Eh/bohr

CARTESIAN COORDINATES (ANGSTROEM)
S: 2.326 1.218 0.604
O: -2.024 2.245 -0.267
O: 1.835 1.294 2.053
O: 2.967 2.419 0.101
N: 2.896 -0.165 0.200
N: 0.095 -1.904 0.076
N: 0.386 0.819 -1.556
N: -0.339 1.384 0.725
C: 0.530 1.143 -0.301
C: -1.555 1.904 0.782
C: -0.060 -2.602 1.315
C: 1.555 0.837 -2.387
C: -0.896 0.506 -2.177
C: -2.130 2.024 2.253
H: -0.803 0.710 -3.258
H: -2.401 3.086 2.548
H: 0.338 -2.492 -0.699
H: 1.339 1.644 -3.009
H: 3.855 0.078 -0.014
H: 0.078 1.457 1.688
H: -1.330 1.780 2.976
H: 1.053 -1.450 -0.073
H: 2.463 1.132 -1.973
H: -0.984 -3.082 1.063
H: -1.626 1.167 -1.803
H: 1.544 -0.051 -3.008
H: 0.760 -3.317 1.529
H: -0.266 -1.786 1.975
H: -3.091 1.427 2.161
H: -1.160 -0.547 -1.950



No. 2
3 unconnected molecules or ions with the total composition C23H30BrNO13 at a distorted geometry. Source: the OMol25 dataset; level of theory: the ωB97M-V functional and the def2-TZVPD basis.

Results
Relative energy (zero: lowest compared OMol25 entry of this formula, charge and spin) ... 0.0 kJ/mol
Gap between HOMO and LUMO ... 7.6 eV
Total charge ... 0
HOMO level ... -9.1363 eV
Lowest unoccupied orbital energy ... -0.055 Eh
Max |F| ... 0.03627 Eh/bohr
SMILES string ... CCCCO[C@@H](Br)OC(=O)OCCNC[C@@H](C)O.O=C1C=C(O)C(=O)C=C1O.O=C1C=C(O)C(=O)C=C1O

CARTESIAN COORDINATES (ANGSTROEM)
Br: 2.155 -3.924 -0.216
O: -5.695 -0.638 -4.135
O: 1.914 -2.192 3.324
O: 0.033 -3.242 2.720
O: -2.688 -5.211 -4.015
O: -5.152 -5.238 -4.931
O: 1.066 -1.799 1.285
O: -0.004 3.197 -2.471
O: -0.675 5.608 -1.634
O: -3.239 -0.598 -3.304
O: -4.453 1.723 -2.460
O: -5.142 4.157 -1.716
O: 0.575 -1.721 -0.918
O: 1.979 0.998 3.349
N: 4.344 -0.227 3.852
C: 0.775 -2.539 0.127
C: 0.958 -2.505 2.446
C: -5.036 -1.788 -4.152
C: 2.423 -0.074 -0.691
C: -2.822 -2.907 -3.603
C: -2.195 2.341 -2.505
C: -3.947 3.983 -1.861
C: -3.351 -4.063 -4.025
C: -3.486 2.621 -2.299
C: -1.649 4.728 -1.827
C: -4.759 -4.151 -4.552
C: 3.265 -2.203 2.858
C: 1.497 1.044 -0.219
C: 1.693 -1.100 -1.534
C: -2.943 5.009 -1.629
C: -3.624 -1.697 -3.650
C: -1.196 3.372 -2.295
C: 1.905 2.158 5.494
C: 3.786 0.547 4.941
C: 2.246 2.023 0.710
C: 2.275 0.870 4.732
C: 4.162 -1.673 3.962
C: -5.566 -2.943 -4.577
H: 3.850 0.018 5.897
H: -6.580 -3.020 -4.942
H: 1.676 2.215 1.613
H: 2.369 2.978 0.208
H: 3.237 0.350 -1.273
H: -3.282 5.980 -1.296
H: -5.287 2.186 -2.248
H: 3.547 -3.222 2.600
H: -1.858 1.364 -2.820
H: 2.390 -1.818 -1.960
H: 2.781 2.538 6.012
H: 3.647 -1.899 4.895
H: -5.067 0.027 -3.780
H: -1.812 -2.831 -3.223
H: 3.219 1.623 0.977
H: 1.109 1.978 6.206
H: -3.301 -5.880 -4.373
H: 3.416 -1.589 1.976
H: 4.319 1.491 5.007
H: 1.151 1.573 -1.101
H: 1.275 -0.559 -2.380
H: -0.128 -3.111 0.290
H: 2.551 1.676 2.985
H: 2.864 -0.525 0.199
H: 0.155 5.145 -1.854
H: 5.311 0.009 3.712
H: 0.651 0.627 0.315
H: 5.108 -2.204 3.940
H: 1.673 0.032 5.065
H: 1.591 2.900 4.770



No. 3
A molecular structure, C10H20F30N5O30S10 at a distorted geometry. Source: the OMol25 dataset; level of theory: the ωB97M-V functional and the def2-TZVPD basis.

Results
Relative energy (zero: lowest compared OMol25 entry of this formula, charge and spin) ... 0.0 kJ/mol
Gap between HOMO and LUMO ... 7.3 eV
Total charge ... -5
HOMO level ... 0.8087 eV
Lowest unoccupied orbital energy ... 0.298 Eh
Max |F| ... 0.05276 Eh/bohr

CARTESIAN COORDINATES (ANGSTROEM)
S: 1.088 2.961 4.967
S: -0.363 -2.681 0.212
S: -1.398 3.643 5.474
S: -0.471 -0.109 -5.121
S: 4.878 0.061 3.782
S: -4.812 -0.039 -3.383
S: 1.072 -0.587 0.754
S: -1.241 1.075 -7.358
S: 4.483 -2.436 4.231
S: -6.170 2.159 -3.509
F: 6.788 -2.898 2.964
F: -6.566 -1.915 -2.897
F: -2.589 2.216 7.373
F: 6.939 -3.179 5.069
F: 6.261 2.342 3.594
F: 0.195 3.166 -8.242
F: -0.894 -4.246 -1.875
F: -5.806 3.809 -1.497
F: -2.771 1.391 5.402
F: -2.328 -2.626 -1.564
F: 1.937 5.371 4.237
F: 5.855 -4.643 3.824
F: 2.050 -0.613 -5.472
F: 6.935 1.013 5.161
F: 2.715 3.708 3.084
F: -0.910 1.157 6.471
F: 0.720 4.388 2.700
F: -4.596 -2.689 -3.395
F: 0.550 1.777 -0.342
F: 2.106 1.716 1.224
F: 1.120 1.251 -8.603
F: 0.893 -2.398 -5.165
F: 0.901 -1.437 -7.101
F: 0.013 1.576 1.756
F: -5.027 -1.838 -1.418
F: -0.583 1.878 -9.804
F: -7.509 2.543 -1.185
F: -0.381 -2.200 -2.385
F: -7.611 4.223 -2.603
F: 5.108 2.143 5.403
O: 0.921 -3.323 0.167
O: -5.014 -0.168 -4.803
O: 3.963 -2.356 2.903
O: 1.453 -1.051 2.064
O: 2.323 2.624 5.616
O: -7.198 2.137 -4.515
O: -2.465 0.719 -0.209
O: 0.846 -5.105 -3.849
O: -3.538 0.360 -2.881
O: 5.677 -0.248 2.629
O: -3.426 2.428 2.025
O: 2.535 -5.256 -0.858
O: 1.394 -0.824 5.244
O: -1.309 -3.308 1.113
O: -3.716 -1.715 1.231
O: -2.420 1.878 -7.517
O: -1.709 -0.832 -5.119
O: -0.033 0.223 -3.803
O: -4.959 2.844 -3.820
O: 0.494 1.871 4.288
O: -1.341 -0.266 -7.861
O: -1.962 -0.159 2.586
O: -1.602 3.593 4.069
O: 3.743 -3.280 5.116
O: 4.514 -0.574 -1.509
O: 2.004 -0.787 -0.331
O: 3.530 0.448 3.559
O: 0.751 2.995 -3.329
O: -2.244 4.576 6.179
O: 4.345 -3.394 0.312
N: -0.433 -1.049 0.350
N: 4.981 -1.049 4.943
N: -0.475 1.313 -5.986
N: 0.168 3.842 5.984
N: -5.973 0.802 -2.644
C: -5.226 -1.741 -2.731
C: -1.056 -2.943 -1.516
C: 0.912 1.283 0.834
C: -0.065 1.893 -8.559
C: 6.112 -3.347 4.033
C: 0.896 -1.228 -5.795
C: -1.909 1.980 6.227
C: -6.839 3.233 -2.113
C: 1.623 4.193 3.656
C: 5.842 1.477 4.523
H: 3.642 -0.185 -1.359
H: -2.414 1.152 -1.068
H: 1.512 -1.353 4.445
H: -1.496 -0.745 1.961
H: -2.553 2.769 2.255
H: 5.157 -2.895 0.438
H: -3.980 3.210 1.949
H: -3.089 -2.445 1.137
H: 0.242 -4.538 -3.345
H: 0.442 -0.718 5.325
H: 1.703 -5.398 -0.398
H: 4.548 -1.272 -0.847
H: -4.586 -2.110 1.123
H: -1.375 -0.120 3.350
H: -1.664 0.163 -0.154
H: 0.231 2.627 -2.604
H: 3.741 -3.027 0.976
H: 0.484 -5.089 -4.739
H: 3.145 -4.963 -0.164
H: 1.609 3.193 -2.945



No. 4
A molecular structure, C18H54BrF6N9NiO3P4 at a distorted geometry. Source: the OMol25 dataset; level of theory: the ωB97M-V functional and the def2-TZVPD basis.

Results
Gap between HOMO and LUMO (alpha / beta) ... 9.0 / 8.9 eV
Total charge ... 0
HOMO level (alpha / beta) ... -8.4399 / -8.4020 eV
Lowest unoccupied orbital energy (alpha / beta) ... 0.019 / 0.019 Eh
Max |F| ... 0.07636 Eh/bohr
2S+1 ... 3

CARTESIAN COORDINATES (ANGSTROEM)
Br: -0.700 -15.561 12.397
Ni: -2.936 -14.860 11.751
P: -4.325 -16.101 14.891
P: -4.322 -17.613 10.096
P: -4.707 -12.311 12.264
P: -1.564 -13.234 8.760
F: -3.261 -12.993 12.704
F: -4.247 -10.795 12.790
F: -6.104 -11.609 11.790
F: -5.224 -12.801 13.734
F: -3.945 -11.829 10.908
F: -4.888 -13.790 11.545
O: -3.874 -16.446 10.953
O: -4.055 -15.672 13.457
O: -2.417 -13.952 9.818
N: -1.077 -11.635 9.189
N: -3.223 -15.425 16.040
N: -2.433 -12.908 7.332
N: -0.150 -14.109 8.228
N: -5.904 -15.788 15.486
N: -3.072 -18.783 9.757
N: -5.585 -18.482 10.917
N: -4.207 -17.832 15.191
N: -4.895 -17.184 8.447
C: -4.509 -18.527 16.417
C: -5.902 -19.847 10.442
C: -6.582 -17.825 11.688
C: 1.138 -14.072 8.901
C: -0.859 -11.333 10.618
C: -2.006 -16.082 16.413
C: -3.252 -13.998 16.358
C: -6.185 -15.618 16.920
C: -0.388 -15.469 7.532
C: -2.639 -19.697 10.850
C: -5.287 -18.072 7.366
C: -5.097 -15.758 8.165
C: -3.831 -12.386 7.629
C: -7.026 -15.624 14.544
C: -0.261 -10.809 8.268
C: -1.948 -18.307 9.027
C: -1.786 -12.509 6.008
C: -3.503 -18.657 14.112
H: -5.781 -19.781 9.361
H: 0.351 -15.592 6.741
H: -3.417 -20.408 11.128
H: -5.289 -20.619 10.907
H: -4.674 -18.974 7.362
H: -1.146 -19.028 8.867
H: -3.800 -18.397 13.096
H: 0.200 -11.339 10.877
H: -6.411 -16.751 11.612
H: -0.939 -13.166 5.811
H: 0.410 -10.140 8.806
H: -5.579 -18.714 16.507
H: -4.071 -19.526 16.432
H: -6.957 -16.264 17.338
H: -5.853 -15.543 7.409
H: -7.585 -18.211 11.505
H: -4.206 -15.252 7.792
H: -1.073 -15.697 16.003
H: -4.230 -17.890 17.257
H: -2.307 -19.051 11.663
H: -5.077 -17.512 6.455
H: -2.323 -17.873 8.100
H: -1.670 -11.426 6.040
H: -1.368 -15.555 7.064
H: 1.025 -14.254 9.970
H: -5.217 -15.178 9.080
H: 1.851 -14.756 8.440
H: -7.674 -16.498 14.614
H: -0.855 -10.192 7.593
H: -1.789 -20.244 10.440
H: -1.516 -17.439 9.524
H: -7.641 -14.785 14.870
H: 1.544 -13.079 8.710
H: -4.237 -12.642 8.608
H: -6.952 -20.083 10.613
H: -1.802 -15.940 17.474
H: -6.322 -18.060 12.720
H: -1.277 -10.338 10.770
H: -6.673 -15.562 13.515
H: -2.476 -12.598 5.169
H: -6.434 -14.585 17.160
H: -0.223 -16.315 8.200
H: -2.424 -18.601 14.256
H: -1.525 -11.896 11.271
H: 0.400 -11.427 7.661
H: -2.788 -13.747 17.313
H: -3.859 -19.688 14.130
H: -2.643 -13.451 15.639
H: -2.137 -17.163 16.359
H: -4.270 -13.642 16.516
H: -4.544 -12.625 6.840
H: -5.381 -15.887 17.605
H: -6.358 -18.261 7.424
H: -3.888 -11.298 7.676



No. 5
A molecular structure, H3Na6O2 at a distorted geometry. Source: the OMol25 dataset; level of theory: the ωB97M-V functional and the def2-TZVPD basis.

Results
Gap between HOMO and LUMO ... 11.5 eV
Total charge ... +5
HOMO level ... -35.8032 eV
Lowest unoccupied orbital energy ... -0.893 Eh
Max |F| ... 0.29861 Eh/bohr

CARTESIAN COORDINATES (ANGSTROEM)
Na: -0.118 -1.404 -0.779
Na: 0.621 1.886 -0.959
Na: 1.401 -0.217 -1.936
Na: 1.972 -0.449 0.248
Na: -0.900 0.468 -1.712
Na: -1.196 0.784 0.375
O: -0.531 -0.370 1.902
O: 0.184 0.257 -0.501
H: -1.385 -0.017 1.653
H: -0.353 -1.049 1.251
H: 0.304 0.112 0.458



No. 6
A gas-phase ion, CH2NO3S (charge -1) at a distorted geometry. Source: the OMol25 dataset; level of theory: the ωB97M-V functional and the def2-TZVPD basis.

Results
Relative energy (zero: lowest compared OMol25 entry of this formula, charge and spin) ... 232.7 kJ/mol
Gap between HOMO and LUMO ... 7.4 eV
Total charge ... -1
HOMO level ... -3.6025 eV
Lowest unoccupied orbital energy ... 0.140 Eh
Max |F| ... 0.08358 Eh/bohr

CARTESIAN COORDINATES (ANGSTROEM)
S: 0.731 0.024 -0.997
O: 0.271 1.537 -0.425
O: 2.400 0.873 0.983
O: 3.324 -0.715 -0.342
N: -0.262 -1.279 0.214
C: 2.556 0.047 0.139
H: 0.706 1.602 0.449
H: -1.010 -1.528 -0.435



Number 1 is which compound?
C6H16N4O3S



What is the formula in the third record?
C10H20F30N5O30S10